Here is a molecular structure, C35H45Br69FNO6P at a distorted geometry from the OMol25 dataset. Energies are from the ωB97M-V functional and the def2-TZVPD basis.

## Properties
Highest occupied orbital energy   -4.5038 eV
Charge   -1
Molecular weight   6139.094 g/mol
Relative energy (zero: lowest compared OMol25 entry of this formula, charge and spin)   0.0 kcal per mole
Calculated total energy   -179914.88707 Eh

Geometry (Å):
1 C 1.95351 -2.20561 1.76703
2 C 3.35005 -2.61797 2.38844
3 O 4.24473 -3.20851 1.42736
4 P 3.90346 -4.81947 1.15048
5 O 2.66714 -5.22275 1.88895
6 C 5.27088 -5.91538 1.74802
7 C 6.09410 -6.62758 0.60833
8 C 6.86927 -7.89641 1.16084
9 N 7.54156 -7.43972 2.38905
10 C 8.27960 -8.51182 3.04295
11 C 7.55438 -9.16861 4.24768
12 O 6.73005 -8.65185 4.93900
13 C 7.86594 -8.29979 0.01269
14 O 9.08974 -8.30905 0.13568
15 O 7.34266 -8.58901 -1.12552
16 C 5.93483 -9.11575 1.42815
17 C 4.72889 -9.23048 0.46398
18 F 6.62203 -10.35653 1.34997
19 O 3.73360 -4.95286 -0.50075
20 C 2.37172 -5.21873 -0.89459
21 C 2.09393 -6.75908 -0.77481
22 H 1.21427 -2.99047 2.04196
23 H 1.68082 -1.19540 2.13627
24 H 2.04014 -2.22964 0.65634
25 H 3.23722 -3.21319 3.31951
26 H 3.82807 -1.65448 2.69779
27 H 4.86996 -6.61888 2.51484
28 H 5.99639 -5.27565 2.30997
29 H 5.52349 -6.84580 -0.31245
30 H 6.90500 -5.91565 0.30508
31 H 8.11719 -6.62957 2.19503
32 H 8.61168 -9.33140 2.36815
33 H 9.21909 -8.05456 3.45439
34 H 7.82866 -10.24479 4.46301
35 H 5.50474 -8.97442 2.45423
36 H 4.33746 -10.26991 0.56593
37 H 4.98469 -9.09727 -0.60346
38 H 3.88780 -8.54420 0.70534
39 H 2.23583 -4.97806 -1.97772
40 H 1.61636 -4.60245 -0.34915
41 H 1.05528 -7.02800 -1.05882
42 H 2.86144 -7.25285 -1.41802
43 H 2.25351 -7.13275 0.25820
44 C 3.29547 0.74489 -1.19711
45 Br 1.48661 1.30261 -1.58712
46 Br 3.68458 0.87556 0.68923
47 Br 3.66264 -1.01933 -1.88976
48 H 3.96060 1.43116 -1.70848
49 C -2.29602 3.50067 -2.86607
50 Br -2.10480 1.98198 -1.68603
51 Br -0.85214 4.76941 -2.64335
52 Br -2.50046 2.95474 -4.71066
53 H -3.21012 4.00961 -2.58293
54 C -2.63175 8.01524 -1.56519
55 Br -1.90738 9.66597 -2.26211
56 Br -3.68024 8.30718 0.03061
57 Br -3.62309 7.04776 -2.90944
58 H -1.78989 7.39291 -1.28271
59 C 1.23886 1.46888 3.91109
60 Br -0.26890 1.10016 2.75434
61 Br 0.70496 2.38391 5.53088
62 Br 2.26324 -0.12418 4.30171
63 H 1.89241 2.14070 3.36786
64 C 4.48435 -10.14171 8.35290
65 Br 4.32527 -12.06864 8.31138
66 Br 2.78065 -9.27649 8.07746
67 Br 5.34722 -9.52573 9.96967
68 H 5.12045 -9.85339 7.51998
69 C 1.18476 3.68620 -6.75293
70 Br 1.17486 3.07118 -4.92486
71 Br 1.55941 5.57932 -6.87588
72 Br 2.38449 2.63871 -7.84922
73 H 0.18543 3.53538 -7.14310
74 C -1.68514 -1.86808 5.98148
75 Br -0.87677 -2.54984 4.36266
76 Br -0.57455 -2.19615 7.52539
77 Br -2.15560 -0.00321 5.80696
78 H -2.60759 -2.41713 6.13136
79 C -5.62570 1.57077 3.73470
80 Br -4.67613 2.19805 2.16920
81 Br -5.51473 -0.35203 3.91224
82 Br -5.04767 2.48081 5.34444
83 H -6.67014 1.81535 3.59301
84 C -7.66758 5.41336 3.26408
85 Br -8.67251 5.49838 4.91398
86 Br -5.78618 5.74352 3.55513
87 Br -7.97589 3.75440 2.31527
88 H -8.03305 6.21141 2.62858
89 C 2.51798 -1.00708 -9.96235
90 Br 2.71545 -2.51497 -8.77252
91 Br 3.96068 0.26219 -9.75346
92 Br 2.31484 -1.56316 -11.80193
93 H 1.60354 -0.49720 -9.68131
94 C 0.63374 12.46495 -3.15747
95 Br 1.40613 11.78308 -4.79261
96 Br 1.80318 12.18903 -1.64084
97 Br 0.10675 14.31639 -3.33126
98 H -0.27045 11.89439 -2.97243
99 C -4.11195 15.22568 -4.44007
100 Br -3.23162 15.86483 -6.03629
101 Br -3.94133 13.30932 -4.25353
102 Br -3.50873 16.16270 -2.86140
103 H -5.16787 15.43961 -4.55123
104 C -12.37381 5.18900 3.22409
105 Br -11.56309 3.45174 3.43322
106 Br -11.42844 6.25501 1.91597
107 Br -14.25970 5.06314 2.82136
108 H -12.28540 5.69961 4.17560
109 C -9.26134 1.57202 -1.11373
110 Br -10.15532 3.02655 -0.20854
111 Br -7.51295 1.23268 -0.35992
112 Br -10.34912 -0.02467 -1.15267
113 H -9.11122 1.87982 -2.14134
114 C -0.04556 -6.68187 6.42705
115 Br -0.50974 -5.88574 8.12681
116 Br -1.61058 -7.00181 5.33881
117 Br 1.28164 -5.64467 5.48135
118 H 0.39829 -7.64777 6.63696
119 C -2.85525 1.84187 -9.17580
120 Br -3.75619 3.25775 -8.21370
121 Br -1.05618 1.56186 -8.52327
122 Br -3.88138 0.20566 -9.17357
123 H -2.77167 2.16314 -10.20688
124 C -11.74273 9.01855 -1.48170
125 Br -12.60295 10.50122 -0.58991
126 Br -10.00058 8.64198 -0.72884
127 Br -12.86962 7.44871 -1.51411
128 H -11.58433 9.31575 -2.51104
129 C -5.97507 -0.27408 7.97465
130 Br -7.75748 0.32637 7.53011
131 Br -5.62851 -0.15616 9.87173
132 Br -5.62706 -2.04631 7.29139
133 H -5.28085 0.39767 7.48103
134 C 4.02938 -11.62859 -2.76092
135 Br 4.81571 -12.14281 -4.45263
136 Br 5.23388 -11.95367 -1.28428
137 Br 3.38736 -9.80591 -2.80121
138 H 3.16454 -12.26215 -2.60996
139 C 6.98667 -0.92524 -4.08940
140 Br 7.23525 0.51348 -2.82281
141 Br 5.93495 -0.36485 -5.61213
142 Br 8.66994 -1.70542 -4.62588
143 H 6.42362 -1.70003 -3.58215
144 C -1.51114 -6.01597 1.51066
145 Br -0.61464 -7.72434 1.56422
146 Br -0.68671 -4.78201 0.26986
147 Br -3.40455 -6.22012 1.16819
148 H -1.41341 -5.57662 2.49752
149 C 4.23510 12.86270 1.74876
150 Br 3.77387 11.21510 0.84841
151 Br 2.76988 14.12199 1.73210
152 Br 4.88591 12.54135 3.53935
153 H 5.04738 13.31252 1.19108
154 C -3.63684 12.56528 -8.55256
155 Br -2.79379 10.95324 -7.90183
156 Br -2.37122 13.73131 -9.43151
157 Br -5.15719 12.17648 -9.68093
158 H -4.01146 13.09956 -7.68638

Force components x, y, z for each atom (eV/Å):
C 0.695 -1.074 0.120
C -0.673 1.859 0.158
O -0.385 -1.942 -0.123
P -0.864 -0.448 0.476
O 0.493 0.540 -0.581
C 1.031 0.680 -0.611
C 0.563 -0.015 0.518
C 0.058 0.501 -0.941
N -0.552 -1.125 0.141
C 0.777 0.109 0.599
C 0.696 -0.455 -0.972
O -0.636 0.477 0.523
C -0.370 -0.882 -3.636
O 0.892 0.568 2.063
O -0.986 0.487 1.744
C -1.353 1.015 -0.208
C -0.296 -0.458 0.002
F -0.124 0.799 0.443
O 0.075 0.550 1.827
C -1.169 -1.073 -0.719
C 0.530 0.462 0.180
H 0.275 0.713 -0.143
H -0.099 -0.947 -0.616
H -0.012 0.247 0.716
H 0.043 0.043 -0.796
H 0.049 -0.877 -0.391
H -0.145 0.569 -0.830
H -0.705 -0.390 -0.343
H 0.273 -0.083 0.696
H -0.642 -0.524 0.054
H 0.179 -0.404 -0.152
H -0.199 0.600 0.213
H -0.605 -0.596 -0.126
H 0.197 0.554 -0.254
H 0.612 -0.587 -0.536
H 0.140 0.864 0.118
H 0.296 0.056 0.770
H 0.699 -0.246 0.130
H 0.613 0.127 0.759
H 1.206 -0.542 -0.213
H 0.701 0.209 -0.117
H -0.780 0.174 0.328
H -0.140 0.464 -0.562
C 0.099 -0.016 -0.158
Br 0.098 -0.061 0.091
Br -0.026 -0.045 -0.113
Br -0.104 0.121 0.163
H -0.055 -0.067 0.049
C -0.017 0.003 0.008
Br 0.010 0.175 -0.142
Br -0.119 -0.180 0.177
Br -0.086 0.107 0.223
H 0.099 -0.019 -0.034
C 0.018 -0.097 0.085
Br -0.133 -0.153 0.033
Br 0.097 -0.022 -0.214
Br -0.094 0.254 0.094
H -0.074 0.038 -0.060
C -0.010 -0.035 -0.009
Br 0.229 0.064 0.104
Br 0.094 -0.045 -0.204
Br -0.133 0.612 0.490
H -0.062 -0.068 0.051
C 0.153 0.033 -0.177
Br -0.005 0.255 0.047
Br 0.107 -0.082 0.107
Br -0.149 -0.099 -0.174
H -0.084 -0.040 0.119
C 0.002 0.035 0.114
Br 0.348 -0.064 -0.329
Br -0.014 -0.197 0.028
Br -0.189 0.119 0.152
H 0.090 0.069 0.034
C -0.038 -0.127 -0.054
Br -0.091 0.104 0.148
Br -0.073 0.189 -0.208
Br -0.018 -0.222 0.144
H 0.073 0.074 0.005
C 0.118 -0.217 -0.035
Br 0.040 -0.159 0.255
Br -0.033 0.317 -0.051
Br -0.018 -0.151 -0.197
H 0.104 0.011 0.038
C 0.034 -0.026 0.015
Br 0.171 -0.020 -0.131
Br -0.230 0.025 -0.061
Br 0.083 0.528 0.248
H -0.020 -0.105 0.052
C -0.072 -0.045 0.091
Br 0.015 0.205 -0.164
Br -0.017 -0.217 -0.109
Br 0.054 0.067 0.201
H 0.092 -0.027 -0.034
C 0.005 -0.017 0.031
Br -0.090 0.090 0.183
Br -0.260 0.059 -0.363
Br 0.052 -0.186 0.004
H 0.132 0.118 -0.032
C -0.007 0.020 0.038
Br -0.054 -0.123 0.147
Br 0.029 0.168 -0.044
Br -0.034 -0.136 -0.196
H 0.105 -0.022 0.012
C 0.064 -0.050 0.091
Br -0.245 0.118 -0.044
Br -0.073 -0.121 0.067
Br 0.231 0.021 -0.012
H 0.007 -0.031 -0.102
C -0.024 0.006 -0.055
Br -0.083 -0.250 -0.274
Br -0.195 0.037 -0.010
Br 0.132 0.182 0.046
H -0.004 -0.041 0.100
C 0.210 0.113 -0.057
Br 0.011 -0.190 -0.149
Br 0.085 0.075 0.102
Br -0.212 -0.192 0.047
H -0.081 0.076 -0.032
C -0.072 -0.035 -0.044
Br 0.153 -0.197 -0.083
Br -0.234 -0.047 -0.080
Br 0.141 0.205 0.050
H 0.007 -0.021 0.106
C -0.060 -0.025 -0.023
Br 0.109 -0.199 -0.062
Br -0.210 0.006 -0.043
Br 0.155 0.202 0.023
H 0.007 -0.025 0.107
C 0.075 0.059 -0.058
Br 0.193 -0.098 0.051
Br -0.066 -0.040 -0.222
Br -0.046 0.087 0.163
H -0.065 -0.076 0.003
C 0.105 -0.124 0.227
Br -0.067 0.067 0.125
Br -0.067 -0.157 -0.577
Br 0.038 -0.233 -0.094
H 0.072 0.076 -0.067
C 0.001 -0.078 -0.018
Br -0.012 -0.091 -0.140
Br 0.101 -0.028 0.159
Br -0.216 0.147 0.061
H 0.043 0.086 -0.026
C 0.100 0.020 0.100
Br -0.131 0.251 -0.069
Br -0.663 -0.237 0.323
Br 0.151 0.023 0.026
H 0.000 -0.051 -0.075
C 0.014 0.043 0.021
Br 0.131 0.129 0.264
Br 0.152 -0.175 0.019
Br -0.107 0.016 -0.205
H -0.082 -0.052 0.046
C 0.014 0.015 0.075
Br -0.093 0.194 -0.091
Br -0.140 -0.157 0.075
Br 0.188 0.031 0.104
H 0.057 -0.040 -0.070

Mulliken population analysis, charges in e, atoms 1 to 99: C 0.741; C -0.303; O -0.292; P 0.703; O -0.430; C -1.050; C -1.894; C 1.274; N -0.233; C -0.689; C 0.015; O -0.504; C 0.091; O -0.753; O -0.724; C 0.358; C -1.251; F -0.446; O -0.348; C 0.083; C -0.355; H -0.228; H -0.444; H -0.012; H 0.101; H 0.350; H 0.537; H 0.536; H 0.532; H 0.601; H 0.354; H 0.326; H 0.495; H 0.355; H 0.398; H 0.612; H 0.058; H -0.055; H 0.413; H -0.382; H 0.497; H -0.049; H -0.049; C -0.495; Br 0.162; Br 0.008; Br 0.065; H 0.355; C -0.346; Br 0.013; Br 0.023; Br 0.075; H 0.272; C -0.238; Br 0.046; Br 0.015; Br -0.010; H 0.213; C -0.423; Br -0.029; Br -0.065; Br 0.055; H 0.426; C 0.003; Br -0.012; Br 0.055; Br -0.013; H -0.005; C -0.056; Br 0.058; Br -0.043; Br 0.059; H -0.046; C -0.207; Br 0.146; Br -0.031; Br 0.032; H 0.192; C -0.039; Br -0.020; Br -0.002; Br -0.083; H 0.071; C -0.291; Br -0.028; Br -0.061; Br 0.189; H 0.296; C 0.084; Br 0.010; Br -0.066; Br -0.028; H -0.049; C 0.277; Br -0.006; Br 0.103; Br 0.003; H -0.382; C -0.366